95
Properties=species:S:1:pos:R:3:mulliken_charge:R:1 method="wB97M-V/def2-TZVPD" multiplicity=3 e_lumo_ev="-3.840 / -3.840" total_charge=+1 s_squared=2.010 orbital_gap_ev="6.763 / 7.371"
C 3.114 -0.718 2.299 -0.827
C 2.389 -0.047 0.955 -0.033
C 1.316 -1.157 0.404 -0.607
N 0.373 -0.615 -0.687 -0.445
N -0.727 -1.500 -0.610 0.406
C -0.662 -2.818 -1.350 0.203
P 0.677 -3.624 -2.448 0.255
N 2.113 -2.878 -2.443 -0.670
C -2.140 -3.421 -0.894 -0.566
N -2.938 -2.516 0.020 0.514
B -4.322 -2.779 0.651 0.496
O -5.482 -3.338 -0.086 -0.495
O -4.521 -2.450 2.105 -0.500
C -2.036 -1.277 0.176 -0.316
P -2.518 0.299 1.214 0.128
C -4.296 0.841 0.666 -0.820
C -1.399 1.783 0.654 -0.610
H 2.695 -1.832 2.397 0.294
H 4.280 -0.822 2.175 0.295
H 2.777 -0.164 3.274 0.161
H 1.766 0.931 1.239 -0.065
H 3.209 0.245 0.154 0.307
H 0.605 -1.479 1.303 0.246
H 1.894 -2.120 0.077 0.232
H 0.801 -0.714 -1.634 0.366
H 0.129 -3.696 -3.795 0.098
H 0.894 -4.965 -1.953 0.143
H 2.369 -2.595 -3.435 0.252
H -2.474 -4.471 -1.288 0.367
H -6.120 -3.776 0.579 0.333
H -3.649 -2.130 2.500 0.330
H -4.352 0.710 -0.497 0.241
H -5.120 0.193 1.220 0.264
H -4.539 1.963 0.921 0.360
H -1.103 1.700 -0.493 0.275
H -1.950 2.829 0.791 0.387
H -0.398 1.765 1.300 0.029
C -5.495 -2.358 -5.422 -1.705
C -4.081 -1.831 -5.056 1.903
C -4.045 -0.282 -5.176 -1.217
C -4.003 0.215 -6.614 -0.617
C -2.834 -0.419 -7.360 -1.187
C -2.842 -1.970 -7.300 1.651
N -3.043 -2.504 -5.905 0.228
O -1.814 -2.384 -5.231 -0.449
C -3.948 -2.510 -8.245 -1.756
C -1.520 -2.486 -7.962 -1.795
C -3.967 -2.189 -3.535 -1.844
H -6.268 -1.817 -4.862 0.393
H -5.765 -2.247 -6.469 0.318
H -5.594 -3.421 -5.170 0.384
H -3.167 0.113 -4.648 0.339
H -4.919 0.159 -4.675 0.434
H -4.951 0.002 -7.119 0.335
H -3.889 1.305 -6.620 0.387
H -2.854 -0.080 -8.404 0.365
H -1.900 -0.032 -6.933 0.361
H -4.156 -3.569 -8.051 0.379
H -3.645 -2.437 -9.298 0.461
H -4.883 -1.952 -8.188 0.346
H -0.621 -2.084 -7.481 0.332
H -1.460 -2.179 -9.014 0.438
H -1.467 -3.581 -7.935 0.435
H -3.940 -3.276 -3.381 0.452
H -4.830 -1.806 -2.975 0.418
H -3.079 -1.752 -3.068 0.177
C 4.481 4.991 4.888 -1.591
C 3.660 3.798 5.449 1.600
C 3.316 4.048 6.943 -1.213
C 4.498 3.848 7.881 -0.515
C 5.102 2.461 7.683 -1.206
C 5.496 2.173 6.209 1.687
N 4.402 2.512 5.230 0.321
O 3.455 1.473 5.286 -0.515
C 6.787 2.962 5.864 -1.796
C 5.952 0.678 6.114 -1.790
C 2.325 3.891 4.635 -1.816
H 3.985 5.943 5.111 0.411
H 5.484 5.084 5.296 0.282
H 4.578 4.921 3.797 0.384
H 2.507 3.376 7.257 0.356
H 2.926 5.068 7.079 0.404
H 5.249 4.628 7.720 0.308
H 4.162 3.952 8.919 0.382
H 5.978 2.360 8.336 0.358
H 4.376 1.714 8.029 0.378
H 6.961 2.988 4.782 0.382
H 7.674 2.495 6.314 0.462
H 6.790 3.983 6.245 0.342
H 5.180 -0.022 6.453 0.336
H 6.827 0.491 6.751 0.435
H 6.231 0.416 5.087 0.425
H 2.489 3.678 3.570 0.443
H 1.895 4.899 4.699 0.403
H 1.558 3.206 5.009 0.348

63
Properties=species:S:1:pos:R:3:mulliken_charge:R:1 method="wB97M-V/def2-TZVPD" multiplicity=1 e_lumo_ev=-8.251 total_charge=+1 orbital_gap_ev=1.788
C 3.327 -2.537 1.143 -0.419
C 1.898 -3.053 1.335 -1.093
C 0.895 -2.307 0.438 -0.337
C 0.250 -1.130 1.209 -0.835
C 0.227 0.202 0.438 1.340
C 0.676 1.264 1.483 -1.755
C 0.426 2.736 1.149 -0.702
N 1.685 3.481 0.981 -0.544
O 1.239 0.266 -0.549 -0.141
B 0.817 0.891 -1.756 -0.103
C 1.087 -0.303 -2.914 -0.837
S 2.760 -0.851 -3.156 1.046
O 3.446 -1.039 -1.919 -0.551
O 2.632 -2.022 -3.955 -0.665
P 1.897 2.509 -2.304 0.979
O 2.193 2.183 -3.866 -0.501
O 3.313 2.446 -1.586 -0.426
S 0.962 4.195 -2.187 -0.265
O -0.526 1.233 -1.517 -0.235
C -1.050 0.496 -0.400 0.432
C -2.223 1.285 0.232 -2.186
C -2.431 1.080 1.740 0.062
C -3.874 0.719 2.149 -0.879
C -3.937 -0.610 2.910 -0.754
N -4.061 -1.771 2.020 -0.596
B -1.824 -0.725 -1.141 0.685
C -2.481 -0.434 -2.545 -1.066
O -1.972 -1.963 -0.569 -0.794
H 4.023 -3.421 1.238 0.259
H 3.599 -1.806 1.892 0.402
H 3.449 -2.124 0.152 0.216
H 1.576 -3.033 2.366 0.455
H 1.884 -4.093 1.024 0.534
H 1.427 -1.988 -0.442 -0.067
H 0.115 -3.019 0.224 0.182
H 0.813 -0.976 2.119 1.148
H -0.746 -1.414 1.508 -0.259
H 0.233 1.058 2.445 0.502
H 1.752 1.149 1.571 1.028
H -0.177 2.899 0.268 -0.067
H -0.130 3.169 1.979 0.435
H 1.449 4.466 1.034 0.242
H 2.262 3.333 1.804 0.241
H 0.748 0.082 -3.868 0.630
H 0.529 -1.190 -2.650 0.588
H 3.386 0.107 -3.879 0.153
H 2.932 2.734 -4.174 0.401
H 3.905 3.068 -2.049 0.385
H -3.136 0.944 -0.249 0.823
H -2.150 2.328 -0.030 0.463
H -1.765 0.351 2.173 0.067
H -2.193 2.018 2.221 0.161
H -4.219 1.472 2.847 0.385
H -4.569 0.712 1.318 0.395
H -4.767 -0.575 3.602 0.336
H -3.037 -0.732 3.500 0.373
H -4.624 -1.528 1.217 0.287
H -3.154 -2.055 1.676 0.267
H -3.353 -1.053 -2.701 0.301
H -1.780 -0.532 -3.366 0.338
H -2.839 0.587 -2.549 0.369
H -1.701 -2.636 -1.215 0.292
Zn 4.906 -4.544 2.133 -0.122

81
Properties=species:S:1:pos:R:3:mulliken_charge:R:1 method="wB97M-V/def2-TZVPD" multiplicity=4 e_lumo_ev="0.306 / 0.149" s_squared=3.759 orbital_gap_ev="7.536 / 7.775"
V 2.067 2.234 -0.144 0.453
C 2.016 -5.225 1.944 -1.694
C 1.018 -4.386 1.133 1.994
C -0.377 -4.508 1.763 -1.604
C 0.955 -4.954 -0.285 -1.927
C 1.450 -2.922 1.141 -0.893
C 1.724 -2.203 -0.008 -0.260
C 2.098 -0.868 0.066 -0.465
Se 2.397 0.067 -1.599 0.007
C 0.580 0.435 -2.151 -0.278
C -0.162 -0.626 -2.650 -0.271
C -1.481 -0.447 -3.027 -0.787
C -1.996 0.840 -2.885 -0.077
C -1.290 1.932 -2.399 -0.378
C 0.062 1.739 -2.023 2.082
O 0.801 2.739 -1.530 -1.258
C -2.055 3.269 -2.313 2.107
C -2.483 3.681 -3.731 -1.673
C -1.279 4.447 -1.713 -2.158
C -3.307 3.075 -1.442 -1.682
C -2.361 -1.571 -3.569 2.081
C -2.838 -1.216 -4.984 -1.723
C -1.610 -2.901 -3.633 -2.235
C -3.579 -1.752 -2.653 -1.616
C 2.253 -0.184 1.287 2.063
O 2.631 1.098 1.328 -1.259
C 1.956 -0.904 2.469 -0.353
C 1.577 -2.235 2.347 0.012
C 2.031 -0.329 3.897 2.075
C 3.116 -1.089 4.677 -1.686
C 0.674 -0.526 4.594 -1.726
C 2.360 1.165 3.995 -2.185
H 1.713 -6.275 1.948 0.462
H 2.073 -4.890 2.980 0.305
H 3.016 -5.157 1.512 0.367
H -0.703 -5.551 1.766 0.473
H -1.105 -3.921 1.199 0.314
H -0.383 -4.151 2.793 0.302
H 0.643 -5.999 -0.246 0.475
H 1.928 -4.913 -0.779 0.385
H 0.233 -4.414 -0.902 0.149
H 1.651 -2.665 -0.983 0.501
H 0.313 -1.594 -2.734 0.375
H -3.027 1.001 -3.178 0.278
H -1.608 3.832 -4.366 0.365
H -3.045 4.618 -3.695 0.445
H -3.115 2.928 -4.203 0.299
H -0.393 4.693 -2.294 0.351
H -0.963 4.246 -0.690 0.362
H -1.944 5.315 -1.705 0.519
H -3.982 2.318 -1.842 0.313
H -3.862 4.014 -1.376 0.475
H -3.026 2.773 -0.431 0.353
H -1.987 -1.087 -5.656 0.366
H -3.414 -0.290 -4.991 0.306
H -3.473 -2.011 -5.381 0.458
H -0.742 -2.843 -4.293 0.379
H -2.273 -3.676 -4.021 0.465
H -1.270 -3.217 -2.644 0.299
H -4.178 -0.842 -2.598 0.310
H -3.263 -2.007 -1.640 0.317
H -4.220 -2.554 -3.027 0.473
H 1.367 -2.781 3.258 0.311
H 2.910 -2.159 4.722 0.308
H 3.177 -0.713 5.701 0.441
H 4.091 -0.955 4.204 0.370
H 0.389 -1.575 4.670 0.302
H -0.115 -0.003 4.049 0.373
H 0.716 -0.120 5.608 0.479
H 3.338 1.398 3.581 0.334
H 2.353 1.439 5.055 0.528
H 1.623 1.776 3.475 0.391
N 0.310 6.053 3.210 -0.626
N 1.180 5.437 2.326 1.224
N 2.256 6.035 1.878 -0.921
C 2.713 5.126 1.027 -0.329
N 1.918 4.050 0.980 0.361
N 0.924 4.277 1.819 -0.547
H 0.875 6.597 3.853 0.292
H -0.183 5.316 3.703 0.302
H 3.614 5.244 0.452 0.481

7
Properties=species:S:1:pos:R:3:mulliken_charge:R:1 method="wB97M-V/def2-TZVPD" multiplicity=2 e_lumo_ev="0.468 / 0.434" relative_energy_kcal_mol=10.4 s_squared=0.751 orbital_gap_ev="4.598 / 13.503"
O -1.161 0.405 0.008 -1.314
H -1.257 1.012 0.815 0.514
H -1.143 1.049 -0.844 0.545
O 0.987 -0.549 0.081 -1.380
H 0.780 -1.417 0.661 0.397
H 1.769 -0.610 -0.631 0.524
H 0.024 0.109 -0.090 0.714

10
Properties=species:S:1:pos:R:3:mulliken_charge:R:1 method="wB97M-V/def2-TZVPD" multiplicity=1 e_lumo_ev=0.629 relative_energy_kcal_mol=108.4 orbital_gap_ev=10.993
C 0.052 -1.383 -0.626 -0.863
C 0.100 0.045 -0.188 0.555
N 0.282 1.057 -0.961 -0.336
O 0.196 2.183 -0.112 -0.082
C 0.085 1.787 1.155 -0.239
N 0.026 0.434 1.172 -0.344
H 0.166 -1.461 -1.710 0.300
H 0.846 -1.958 -0.138 0.274
H -0.905 -1.832 -0.336 0.262
H -0.852 1.111 1.754 0.472

Question: The highest multiplicity belongs to which entry?
Answer: C29H43N5O2SeV

Question: Which of these has the highest multiplicity?
Answer: C29H43N5O2SeV